DFT (ωB97M-V with the def2-TZVPD basis set) results for a structure of composition C31H25AlBrN4O5S.

The geometry in XYZ format:
```
68
Properties=species:S:1:pos:R:3:mulliken_charge:R:1
Al 10.54554 12.93060 8.65321 -0.35
O 13.15067 13.05807 14.12573 -0.55
C 12.52927 12.96754 12.96431 0.77
C 11.10953 13.02184 12.82294 -0.72
C 10.59920 13.01057 11.55095 -0.52
N 11.37758 12.97044 10.42139 1.01
C 12.75587 13.00697 10.56382 0.26
Br 13.93862 12.96375 9.03619 -0.11
C 13.35084 12.91242 11.81174 -0.81
H 12.64164 13.39642 14.86968 0.32
H 10.41472 13.00155 13.67352 0.34
H 9.54951 13.09173 11.41625 0.55
H 14.42559 12.97548 11.87716 0.49
O 8.55010 14.61885 6.65764 -0.86
C 9.42012 15.28994 7.23938 0.27
N 10.30613 14.77167 8.23132 0.91
C 10.90364 15.86160 8.90937 0.26
O 11.76981 15.79139 9.75939 -0.67
C 10.43066 17.10114 8.25889 0.02
C 10.72867 18.41825 8.55130 -0.30
C 10.14539 19.43136 7.78782 -0.54
C 9.37861 19.07481 6.62329 -0.46
C 9.14753 17.73406 6.34398 -0.39
C 9.61964 16.74569 7.20788 0.14
H 11.42457 18.57753 9.33746 0.53
H 10.35346 20.49140 8.08568 0.32
H 8.98741 19.86875 5.98152 0.38
H 8.63254 17.44974 5.40338 0.39
N 8.96743 12.28399 5.12445 -0.23
C 10.13080 11.70014 5.30220 0.62
N 10.50184 10.66567 4.56435 -0.41
S 11.29738 12.27643 6.45421 -0.36
H 8.20749 11.86980 4.58611 0.19
H 8.86414 13.20962 5.60955 0.23
H 10.02138 10.38653 3.71848 0.18
H 11.30869 10.11012 4.82283 0.22
C 6.57248 13.76826 9.55855 -0.89
O 7.97432 13.32614 9.72648 -0.08
C 8.51631 12.62657 8.70941 0.39
O 7.96237 11.83143 7.97345 -0.57
H 6.45591 14.07112 8.49779 0.27
H 6.48075 14.55621 10.30279 0.25
H 5.99351 12.87876 9.86439 0.29
C 10.89612 10.98232 8.44099 -1.20
C 11.52214 10.01564 8.92105 0.82
C 12.15758 8.91096 9.45202 -1.39
C 11.81202 8.55186 10.83301 0.61
C 10.46192 8.74955 11.33502 -0.58
C 10.13540 8.36171 12.59258 -0.46
C 11.11033 7.86991 13.44780 -0.48
C 12.42785 7.84401 13.07303 -0.73
C 12.81720 8.14110 11.76521 -0.60
C 13.34996 8.41003 8.77662 0.75
C 13.86548 9.08146 7.65486 -0.54
C 15.01373 8.62244 7.01607 -0.70
C 15.75709 7.61779 7.61203 -0.47
C 15.26417 6.93111 8.71674 -0.77
C 14.03476 7.27564 9.27390 -0.59
H 9.69749 9.21421 10.72699 0.49
H 9.11409 8.45575 13.00342 0.33
H 10.85554 7.61126 14.46213 0.34
H 13.26186 7.64276 13.77400 0.29
H 13.86680 8.01982 11.48100 0.68
H 13.34051 9.95007 7.30160 0.47
H 15.33319 9.09708 6.09228 0.38
H 16.72409 7.37231 7.22053 0.36
H 15.84978 6.14970 9.16661 0.37
H 13.64475 6.69682 10.10154 0.86
```

Properties
- E_LUMO: 0.06255 hartree
- E_HOMO: -1.77 eV
- HOMO-LUMO gap: 3.471 eV
- DFT total energy: -5006.214104 Ha
- Energy above the lowest of the compared OMol25 structures with the same formula, charge and spin: 51.5 kcal/mol
- Net charge: -1

DFT (ωB97M-V with the def2-TZVPD basis set) results for a structure of composition C31H25BrN4O4Zr.

The geometry in XYZ format:
```
66
Properties=species:S:1:pos:R:3:mulliken_charge:R:1
Zr 1.40607 1.06968 1.65446 1.61
O -1.27833 4.81095 1.22208 -0.44
C -0.81703 5.01909 -0.06204 0.50
C -0.85776 6.30640 -0.67472 -0.59
C -0.69324 6.45266 -2.06580 -0.57
C -0.75790 5.36676 -2.81602 -0.67
C -0.58775 4.08446 -2.23249 -0.39
C -0.50246 3.88920 -0.87997 0.14
C -0.29123 2.53240 -0.25034 0.93
O 0.39485 2.64989 0.98013 -0.78
N 0.39864 1.72108 -1.13037 -0.48
N 1.31118 0.83648 -0.58721 -0.18
C 2.21326 0.43862 -1.46976 -0.23
C 3.56809 0.32128 -1.18987 0.10
Br 3.83531 0.77438 0.92863 -0.20
C 4.62586 0.20140 -2.02620 -0.34
C 4.56689 0.06921 -3.47762 0.46
C 3.62471 -0.78044 -4.07539 -0.10
C 3.59187 -0.99684 -5.46621 -0.67
C 4.54846 -0.35353 -6.27241 -0.35
C 5.44479 0.61007 -5.70779 -0.62
C 5.47032 0.72701 -4.32581 -0.39
H -1.43522 5.68742 1.66583 0.33
H -1.17655 7.13813 -0.04973 0.30
H -0.55370 7.45050 -2.51983 0.39
H -0.74555 5.37228 -3.90465 0.37
H -0.31950 3.24063 -2.86671 0.26
H -1.29587 2.09290 0.04836 0.15
H -0.09938 1.43626 -1.92378 0.46
H 2.01575 0.29151 -2.54118 0.53
H 5.67400 0.25892 -1.63297 0.42
H 2.88377 -1.40925 -3.47703 0.38
H 2.84961 -1.71228 -5.87331 0.37
H 4.65227 -0.61265 -7.33220 0.39
H 6.09195 1.18748 -6.38392 0.39
H 6.19652 1.37630 -3.88800 0.42
O 1.22855 -0.06932 3.45930 -0.71
C 0.29717 -0.79312 2.97446 0.31
N -0.56855 -1.61530 3.54401 0.17
C -1.46053 -2.16347 2.48209 2.65
C -0.81030 -1.60452 1.20368 -0.15
O -1.19747 -1.78529 0.05905 -0.58
N 0.25376 -0.73746 1.59019 -0.24
C -1.38974 -3.71173 2.67185 -0.17
C -0.13774 -4.29750 2.52038 -0.20
C -0.02698 -5.65704 2.80307 -0.83
C -1.15534 -6.42229 3.10378 -0.28
C -2.38639 -5.88747 3.23905 -1.05
C -2.50526 -4.48984 3.06300 -0.04
C -2.87069 -1.57975 2.63873 -0.56
C -3.27885 -0.78007 3.71367 -0.36
C -4.58710 -0.31774 3.73887 -0.88
C -5.32180 -0.19634 2.54806 -0.24
C -4.85429 -0.84173 1.44856 -0.86
C -3.68697 -1.64080 1.53188 0.02
H -0.65418 -1.91866 4.51857 0.36
H 0.64122 -3.66424 2.00212 0.25
H 0.94465 -6.15999 2.70954 0.37
H -1.04378 -7.51022 3.21066 0.38
H -3.20032 -6.49862 3.56984 0.44
H -3.47379 -4.00821 3.22068 0.41
H -2.71099 -0.62489 4.62180 0.37
H -5.00004 0.14986 4.64705 0.39
H -6.25198 0.45100 2.59944 0.36
H -5.34858 -0.79963 0.43764 0.36
H -3.39642 -2.37397 0.73279 0.42
```

Properties
- E_LUMO: -0.29838 hartree
- E_HOMO: -12.96 eV
- HOMO-LUMO gap: 4.839 eV
- DFT total energy: -4336.779904 Ha
- Energy above the lowest of the compared OMol25 structures with the same formula, charge and spin: 32.4 kcal/mol
- Net charge: +2

DFT (ωB97M-V with the def2-TZVPD basis set) results for a structure of composition C31H25BrN6O3Tl.

The geometry in XYZ format:
```
67
Properties=species:S:1:pos:R:3:mulliken_charge:R:1
Tl 0.05606 0.29068 -0.48854 1.34
C 1.62567 2.27853 4.79024 -0.47
C 1.71978 2.56688 3.43599 -1.09
C 1.16494 1.71135 2.50456 0.31
C 0.48909 0.56658 2.92896 -0.12
C 0.37710 0.28939 4.29741 -0.35
C 0.95133 1.14030 5.21867 -0.61
N -0.04611 -0.28448 1.95080 1.05
N -0.79618 -1.18678 2.34466 -0.91
C -1.36955 -2.06429 1.42186 0.01
C -2.03132 -3.15901 1.96842 -0.27
C -2.63824 -4.06255 1.11321 -0.53
C -2.57299 -3.83480 -0.25098 -0.67
C -1.90023 -2.71011 -0.70801 -0.47
N -1.30688 -1.84532 0.10503 0.08
H 2.07285 2.94313 5.51716 0.43
H 2.22663 3.46456 3.10937 0.43
H 1.21913 1.93709 1.44870 0.41
H -0.15343 -0.59947 4.60512 0.47
H 0.87287 0.91803 6.27406 0.41
H -2.05220 -3.26924 3.04279 0.52
H -3.16437 -4.92178 1.50531 0.43
H -3.04231 -4.50985 -0.95172 0.46
H -1.83961 -2.49769 -1.76841 0.38
Br -5.54806 7.22240 0.65804 -0.17
C -4.32705 5.79535 0.38676 0.09
C -4.03352 4.94269 1.43936 -0.59
C -3.14717 3.90034 1.23143 -0.29
C -2.55997 3.71514 -0.01698 0.28
C -2.86158 4.58287 -1.05989 -0.32
C -3.74915 5.62683 -0.86184 -0.58
C -1.61479 2.56879 -0.22047 0.74
O -0.99177 2.45875 -1.30961 -0.92
O -1.47396 1.74360 0.72914 -0.67
H -4.49607 5.09218 2.40485 0.42
H -2.90290 3.21596 2.03129 0.43
H -2.39902 4.42787 -2.02476 0.40
H -3.99850 6.30762 -1.66362 0.43
C 0.26721 1.32305 -3.55743 -0.83
C -0.06844 -0.00006 -3.05541 0.65
O -0.40846 -1.03767 -3.40919 -0.31
H 0.04480 1.38088 -4.62489 0.39
H 1.32353 1.52175 -3.37090 0.29
H -0.29661 2.07328 -2.99109 0.22
C 4.84037 0.40579 -0.91302 -1.07
C 3.48844 0.68366 -0.85830 -0.15
N 2.67704 0.10354 0.02816 0.14
C 3.18365 -0.76728 0.88904 -0.11
C 4.52717 -1.12200 0.91605 0.00
C 5.36594 -0.50570 -0.00956 -0.34
C 5.08687 -2.07328 1.88652 -0.91
C 4.61019 -3.25882 2.28011 -0.66
C 3.43601 -4.00105 1.79764 1.12
C 3.05109 -5.17167 2.45246 -0.71
C 1.97007 -5.86438 1.93496 -0.23
N 1.31393 -5.45126 0.85441 -0.54
C 1.76205 -4.33471 0.29687 -0.30
N 2.77444 -3.58846 0.70924 -0.31
H 5.46874 0.88236 -1.65198 0.43
H 3.03339 1.39859 -1.53542 0.42
H 2.48737 -1.19752 1.59671 0.66
H 6.41944 -0.75418 -0.03620 0.52
H 6.04160 -1.76617 2.30121 0.44
H 5.18690 -3.80079 3.02096 0.31
H 3.57592 -5.51702 3.33190 0.39
H 1.61627 -6.78202 2.39062 0.42
H 1.24453 -3.99558 -0.59590 0.56
```

Properties
- E_LUMO: -0.14598 hartree
- E_HOMO: -10.82 eV
- HOMO-LUMO gap: 6.847 eV
- DFT total energy: -4496.810644 Ha
- Energy above the lowest of the compared OMol25 structures with the same formula, charge and spin: 28.7 kcal/mol
- Net charge: +1

DFT (ωB97M-V with the def2-TZVPD basis set) results for a structure of composition C31H26Br2FeI2N6O3S.

The geometry in XYZ format:
```
72
Properties=species:S:1:pos:R:3:mulliken_spin:R:1
Fe 0.93416 -0.54520 0.46123 3.74
C 4.48250 2.30031 0.56052 0.00
C 3.59993 2.31910 1.70563 0.00
N 3.66470 3.37630 2.51823 0.00
C 2.85699 3.47835 3.55599 0.01
C 1.87812 2.52070 3.89746 -0.01
C 1.10053 2.66828 5.17350 0.00
O 1.80223 1.92589 6.17132 0.00
C 1.87725 1.34139 3.10956 0.02
C 1.04131 0.21643 3.49073 -0.02
N 0.55246 -0.54454 2.58025 0.03
C -0.29063 -1.53067 3.07354 0.00
C -1.39869 -1.09797 3.84990 0.00
C -2.23443 -2.07865 4.30928 0.00
C -2.08375 -3.42319 3.94063 0.00
C -1.02149 -3.80583 3.15547 0.00
C -0.11717 -2.85880 2.73360 -0.01
I 1.54277 -3.47725 1.56849 0.01
C 2.67976 1.25315 1.93608 0.00
O 2.69708 0.24269 1.09332 0.08
H 5.22214 3.09802 0.69321 0.00
H 3.92599 2.52661 -0.35796 0.00
H 4.86504 1.33152 0.38104 0.00
H 2.89036 4.39299 4.15151 0.00
H 0.13781 2.19716 5.15003 0.00
H 0.96065 3.70012 5.51557 0.00
H 2.72427 2.12062 6.05638 0.00
H 0.86663 -0.02323 4.54886 0.00
H -1.61140 -0.03154 4.03600 0.00
H -3.08413 -1.76022 4.96248 0.00
H -2.79816 -4.14827 4.29819 0.00
H -0.83265 -4.84855 2.88013 0.00
Br -3.66880 -2.48777 0.12364 0.00
C -3.10006 -0.73646 0.50919 0.02
C -4.06357 0.16294 1.03839 0.00
C -3.73097 1.49390 1.14736 0.01
Br -5.10563 2.68414 1.73544 0.00
C -2.42423 1.99102 0.84771 0.00
C -2.01969 3.35635 0.94415 0.00
C -0.73988 3.62447 0.58563 0.00
C 0.14368 2.56948 0.32463 0.00
N -0.17213 1.31231 0.32386 0.03
C -1.46546 1.00737 0.51572 -0.01
C -1.81473 -0.35946 0.31584 0.01
O -0.88027 -1.20428 0.03973 0.07
H -5.04665 -0.19910 1.27679 0.00
H -2.67932 4.09410 1.32849 0.00
H -0.45952 4.64514 0.61875 0.00
H 1.20659 2.77478 0.15307 0.00
S -0.81524 -3.50703 -4.71847 0.00
C -1.79078 -2.74879 -5.85563 0.00
N -2.00734 -3.18081 -7.10637 0.00
C -2.87384 -2.28927 -7.86266 0.00
C -2.94732 -1.02778 -6.93369 0.00
N -2.43973 -1.55211 -5.70636 0.00
H -1.92341 -4.17175 -7.34692 0.00
H -3.84041 -2.69898 -7.98058 0.00
H -2.45118 -2.06206 -8.82528 0.00
H -3.93697 -0.61467 -6.81304 0.00
H -2.27494 -0.22069 -7.28952 0.00
H -2.19495 -0.96217 -4.91585 0.00
I 5.79278 -0.04539 -2.97513 0.00
C 3.76249 -0.55179 -2.79451 0.00
C 3.07357 -1.09265 -3.88024 0.00
C 1.72876 -1.41354 -3.80544 0.00
C 1.14258 -1.35145 -2.56064 0.00
N 1.82239 -0.86878 -1.48488 0.04
C 3.06773 -0.40786 -1.60449 -0.01
H 3.61849 -1.23820 -4.79304 0.00
H 1.10796 -1.81168 -4.60283 0.00
H 0.11517 -1.76751 -2.45311 0.00
H 3.45459 0.02027 -0.71986 0.01
```

Properties
- 2S+1: 5
- E_LUMO (spin up / spin down): -0.00356 / -0.00418 hartree
- E_HOMO (spin up / spin down): -7.47 / -7.56 eV
- HOMO-LUMO gap (spin up / spin down): 7.376 / 7.443 eV
- DFT total energy: -9156.562768 Ha
- Energy above the lowest of the compared OMol25 structures with the same formula, charge and spin: 0.0 kcal/mol
- Net charge: 0